w) The ion C4H11N2O2 with charge +1, computed with the ωB97M-V functional and the def2-TZVPD basis.

Each line ends with the Mulliken charge.
Element x y z (Å)
N1 -1.67788 1.78994 -0.60076  -0.5497
C1 -0.34216 1.20058 -0.31353  0.3207
C2 -0.41076 -0.22618 -0.87817  -0.8587
C3 0.82303 -1.10650 -0.86648  -0.5175
N2 0.72012 -2.05421 0.33284  -0.2806
C4 -0.07385 1.40427 1.15691  0.2412
O1 -0.44118 2.20268 1.96411  -0.4885
O2 0.69144 0.31731 1.62794  -0.4731
H1 -1.58988 2.72149 -0.93963  0.2516
H2 -2.28655 1.50340 0.14520  0.2510
H3 0.45885 1.70881 -0.86387  0.3899
H4 -0.57093 0.00666 -1.94594  0.2484
H5 -1.30930 -0.76937 -0.59277  0.3519
H6 0.98501 -1.69905 -1.76074  0.4288
H7 1.74219 -0.52887 -0.72109  0.3526
H8 1.64722 -2.44786 0.49785  0.3454
H9 0.36785 -1.65849 1.21036  0.3091
H10 0.03887 -2.78688 0.11615  0.3634
H11 1.22790 0.42226 2.43163  0.3141

- SMILES = N[C@H](CC[NH3+])C(=O)O
- gap between HOMO and LUMO (eV) = 9.566
- total charge = +1
- HOMO (eV) = -13.151
- molecular weight (g/mol) = 119.14

---

x) The ion C4H11N2O2 with charge +1, computed with the ωB97M-V functional and the def2-TZVPD basis.

Each line ends with the Mulliken charge.
Element x y z (Å)
N1 0.20619 -1.33589 -2.91757  -0.3691
C1 0.55915 -0.88289 -1.47514  -0.8152
C2 -0.79973 -0.28363 -0.71474  0.6513
O1 -1.92327 -0.39185 -1.25340  -0.6663
N2 -0.78875 0.31449 0.43585  -0.0753
C3 0.42874 0.44482 1.19020  -0.2381
C4 -0.07643 0.85499 2.54238  -0.9265
O2 -0.65369 2.13099 2.57434  -0.5162
H1 -0.87469 -1.67942 -2.94551  0.4208
H2 0.88699 -2.11623 -3.29282  0.4016
H3 0.33293 -0.53665 -3.52096  0.3573
H4 0.86715 -1.77013 -0.90330  0.3642
H5 1.46842 -0.20880 -1.45328  0.3643
H6 -1.62717 0.69344 0.88360  0.3149
H7 1.04674 -0.46344 1.21341  0.3804
H8 1.06260 1.29092 0.68944  0.2436
H9 0.78974 0.82169 3.28215  0.3774
H10 -0.82236 0.22065 2.89068  0.4100
H11 -0.08256 2.89694 2.77469  0.3210

- SMILES = [NH3+]CC(=O)NCCO
- gap between HOMO and LUMO (eV) = 9.678
- total charge = +1
- HOMO (eV) = -13.536
- molecular weight (g/mol) = 119.14

---

Decreasing stability: w), x)

---

w) A cluster of 2 separate species, C6H13N2O2 in total, computed with the ωB97M-V functional and the def2-TZVPD basis.

Each line ends with the Mulliken charge.
Element x y z (Å)
C1 1.04441 0.51640 -1.75496  -0.7559
C2 0.82486 1.21460 -0.71552  0.4995
C3 -0.46356 -2.94411 -1.19004  0.7439
C4 -0.67796 -3.20267 -2.60769  -1.2064
C5 0.36986 2.40658 2.65925  -1.0800
C6 -0.28357 2.12689 1.31132  -0.2531
N1 -0.03885 -1.84658 -0.77930  -0.2989
N2 0.78582 1.66239 0.47441  -0.0867
O1 0.12245 -1.73729 0.62959  -0.5090
O2 -0.81542 -3.89147 -0.35195  -0.4880
H1 1.27202 1.04024 -2.61197  0.3606
H2 0.16467 -3.54642 -3.12127  0.3481
H3 -0.87130 -2.32323 -3.21320  0.3331
H4 -1.37709 -3.97333 -2.82271  0.3477
H5 0.78949 3.52359 2.77195  0.2807
H6 -0.50376 2.33823 3.39531  0.3320
H7 1.13804 1.59642 2.86014  0.3526
H8 -0.77875 3.01314 0.83944  0.3305
H9 -1.10326 1.40992 1.46555  0.3106
H10 0.85176 -0.63417 -1.74893  0.4314
H11 -0.63420 -2.23673 1.06099  0.3130
H12 1.73096 1.71622 0.82883  0.3198
H13 -0.42970 -3.81014 0.50827  0.3744

- gap between HOMO and LUMO (eV) = 9.624
- total charge = +1
- HOMO (eV) = -13.364
- molecular weight (g/mol) = 145.18

---

x) The ion C6H13N2O2 with charge +1, computed with the ωB97M-V functional and the def2-TZVPD basis.

Each line ends with the Mulliken charge.
Element x y z (Å)
C1 2.08931 0.04980 0.06916  -1.3671
C2 0.71635 -0.68710 0.05276  1.3973
C3 0.01220 -0.73347 -1.29844  -1.6326
C4 1.05243 -2.16197 0.46304  -1.8014
C5 -0.18166 -0.23540 1.12823  0.2432
O1 -0.24382 -0.53231 2.25543  -0.4003
C6 -1.19336 1.06987 0.48619  0.4533
N1 -0.49912 2.05080 -0.13207  -0.3142
N2 -2.46546 0.99917 0.50340  0.0454
O2 -3.28374 2.00874 0.05597  -0.3765
H1 1.98972 1.03105 -0.44534  0.3635
H2 2.86350 -0.49644 -0.42313  0.3946
H3 2.33670 0.10188 1.17314  0.3741
H4 0.70289 -1.35772 -1.88466  0.4808
H5 -0.25241 0.31689 -1.78371  0.2460
H6 -0.95706 -1.12351 -1.25692  0.4479
H7 1.47541 -2.68314 -0.33858  0.4928
H8 1.65291 -2.12259 1.32944  0.4102
H9 0.25650 -2.80906 0.62433  0.5092
H10 0.52432 2.01439 -0.06056  0.1859
H11 -0.78498 2.93348 -0.57726  0.1901
H12 -2.86041 0.14765 0.94931  0.2892
H13 -2.95023 2.21898 -0.88971  0.3684

- SMILES = CC(C)(C)C(=O)/C(N)=[NH+]/O
- gap between HOMO and LUMO (eV) = 10.983
- total charge = +1
- HOMO (eV) = -14.772
- molecular weight (g/mol) = 145.18

---

y) A cluster of 2 separate species, C6H13N2O2 in total, computed with the ωB97M-V functional and the def2-TZVPD basis.

Each line ends with the Mulliken charge.
Element x y z (Å)
C1 0.51605 -1.51383 -0.32304  -0.2533
C2 1.94629 -1.47917 0.06628  -0.5729
C3 2.14196 -0.01002 0.47705  -0.7478
C4 0.71033 0.57903 0.49210  0.0567
C5 0.59221 1.89610 -0.27788  -0.7223
C6 -2.18125 -0.33207 -0.26834  0.1805
N1 -0.12499 -0.44736 -0.10569  -0.0467
N2 -2.64986 -1.56087 -0.15222  -0.2767
O1 -0.72459 2.40273 -0.12961  -0.5193
O2 -2.36919 0.49061 0.72445  -0.5193
H1 0.03178 -2.38292 -0.74120  0.4222
H2 2.10645 -2.17511 0.89399  0.2833
H3 2.59581 -1.79905 -0.74834  0.3338
H4 2.61927 0.08404 1.44792  0.3544
H5 2.75504 0.51232 -0.25631  0.3089
H6 0.33982 0.74634 1.50970  0.3516
H7 0.81525 1.72572 -1.33914  0.3458
H8 1.32427 2.60066 0.13191  0.4092
H9 -2.03829 0.05621 -1.27436  0.3501
H10 -2.93632 -1.88646 0.76082  0.2595
H11 -2.77046 -2.16045 -0.94991  0.2743
H12 -0.77112 3.29483 -0.48915  0.2999
H13 -1.92846 1.35875 0.55097  0.4282

- gap between HOMO and LUMO (eV) = 11.656
- total charge = +1
- HOMO (eV) = -14.221
- molecular weight (g/mol) = 145.18

---

Decreasing stability: y), x), w)

---

w) A cluster of 2 separate species, C4H15N2O2 in total, computed with the ωB97M-V functional and the def2-TZVPD basis.

Each line ends with the Mulliken charge.
Element x y z (Å)
N1 1.32120 0.89510 0.93004  -0.1642
C1 0.28650 -0.15925 1.02331  -0.0643
C2 0.06644 -0.78584 -0.43249  -0.0716
C3 1.02103 -1.92730 -0.86917  -1.2207
O1 0.33055 0.34035 -1.25268  -0.6225
C4 -1.10232 0.39581 1.53044  -0.9096
N2 -0.68020 1.03636 2.78004  -0.5037
H1 1.36249 1.57873 1.68101  0.3684
H2 2.22704 0.42870 0.88924  0.3607
H3 1.08389 1.39872 0.05849  0.3384
H4 0.45774 -0.89279 1.80806  0.3994
H5 -0.98402 -0.98133 -0.61209  0.6115
H6 1.93741 -1.32565 -1.10019  0.2821
H7 1.18370 -2.58294 -0.01611  0.3270
H8 0.58123 -2.43968 -1.76010  0.3456
H9 -0.06039 0.38513 -2.14293  0.3517
H10 -1.72046 -0.49456 1.73652  0.3666
H11 -1.56783 0.98742 0.74994  0.4191
H12 -0.86329 0.47050 3.59570  0.2121
H13 -1.01291 1.95887 3.04911  0.2072
H14 -1.80015 0.04142 -4.17106  0.2951
H15 -0.93327 1.27908 -3.90329  0.2986
O2 -1.13437 0.39316 -3.57179  -0.6272

- gap between HOMO and LUMO (eV) = 10.624
- total charge = +1
- HOMO (eV) = -13.436
- molecular weight (g/mol) = 123.18

---

x) A cluster of 3 separate species, C4H15N2O2 in total, computed with the ωB97M-V functional and the def2-TZVPD basis.

Each line ends with the Mulliken charge.
Element x y z (Å)
N1 -1.33387 0.71284 -0.17926  -0.2687
C1 -0.66930 0.25161 0.96579  -0.0816
C2 0.60375 1.04970 1.25215  -0.7635
N2 1.55305 1.19977 0.18502  -0.0936
C3 2.40893 0.06917 -0.11509  -0.7955
C4 1.88494 -0.89534 -1.21578  -0.4405
O1 0.45007 -0.74597 -1.60150  -0.5525
H1 -2.31490 0.49276 -0.18904  0.2018
H2 -0.35971 -0.86530 0.82306  -0.1534
H3 -0.88272 0.27230 -0.98893  0.4100
H4 -1.33756 0.34967 1.81995  0.3857
H5 0.90527 -1.59056 1.19665  0.4086
H6 0.32709 2.06259 1.54885  0.3911
H7 1.16476 0.57006 2.05974  0.4680
H8 1.13848 1.54944 -0.67191  0.3030
H9 3.38393 0.42336 -0.45230  0.3797
H10 2.54347 -0.45101 0.84290  0.3279
H11 2.33126 -1.88929 -1.07969  0.2823
H12 2.39596 -0.58057 -2.13222  0.4037
H13 0.44925 -1.08964 -0.65909  0.2020
H14 -5.13609 -0.57627 0.23296  0.3108
H15 -4.98911 -0.10705 -1.23656  0.3159
O2 -4.51697 -0.21228 -0.40572  -0.6412

- gap between HOMO and LUMO (eV) = 5.242
- total charge = +1
- HOMO (eV) = -13.559
- molecular weight (g/mol) = 123.18

---

y) A cluster of 3 separate species, C4H15N2O2 in total, computed with the ωB97M-V functional and the def2-TZVPD basis.

Each line ends with the Mulliken charge.
Element x y z (Å)
C1 -0.94055 -1.10423 -0.45398  -0.8542
C2 0.13806 -0.38282 -1.19198  -0.2715
C3 0.33091 1.05089 -0.65383  0.5911
C4 1.40890 1.72670 -0.36185  -0.9196
N1 -1.03524 1.73272 -0.51106  -0.1273
N2 -0.72603 -1.80843 0.82098  -0.5032
H1 -1.95865 -0.63410 -0.23096  0.5134
H2 -1.10580 -2.11226 -1.11988  0.3113
H3 0.06033 -0.50722 -2.29317  0.3201
H4 1.02199 -0.98030 -0.93163  0.1503
H5 2.36026 1.26725 -0.49478  0.3167
H6 1.61902 2.79218 -0.01229  0.2446
H7 -1.56160 1.59456 -1.36396  0.4015
H8 -1.00117 2.64075 -0.07291  0.3293
H9 -1.46151 1.07718 0.13014  0.1203
H10 -0.34572 -1.47054 1.68086  0.1770
H11 -0.18970 -2.64433 0.66428  0.2398
H12 -2.66260 1.80211 2.34484  0.2926
H13 -2.20738 0.26332 2.09435  0.3199
O1 -2.36865 1.14165 1.70799  -0.6490
H14 3.24858 -1.72812 0.87265  0.3112
H15 3.89248 -2.24344 -0.64667  0.3055
O2 3.20688 -1.94690 -0.05864  -0.6199

- gap between HOMO and LUMO (eV) = 9.897
- total charge = +1
- HOMO (eV) = -12.890
- molecular weight (g/mol) = 123.18

---

z) A cluster of 3 separate species, C4H15N2O2 in total, computed with the ωB97M-V functional and the def2-TZVPD basis.

Each line ends with the Mulliken charge.
Element x y z (Å)
C1 -2.01878 1.65186 0.85431  -0.9805
C2 -1.97510 0.69024 -0.35040  -0.9327
C3 -0.68024 -0.06249 -0.49589  0.8147
C4 -0.73672 -1.39859 -0.36371  -0.6607
N1 0.49543 -2.22445 -0.55919  -0.2427
N2 0.39260 0.70452 -0.83874  -0.3695
H1 -1.23950 2.41126 0.84555  0.2801
H2 -2.02788 1.12837 1.81073  0.3105
H3 -2.97264 2.18401 0.82720  0.3347
H4 -2.10225 1.32927 -1.22638  0.3432
H5 -2.81178 0.00432 -0.25810  0.3175
H6 -1.56949 -1.93967 0.04400  0.2917
H7 0.80230 -2.16281 -1.53165  0.3942
H8 1.27293 -1.88875 0.02234  0.3765
H9 0.29306 -3.19444 -0.33530  0.3412
H10 1.22158 0.22724 -1.13541  0.1581
H11 0.23277 1.70309 -0.86414  0.2447
H12 2.89853 -3.60506 1.89699  0.3216
H13 3.56428 -2.89621 0.76923  0.3350
O1 2.76126 -2.85602 1.30427  -0.6630
H14 1.24034 3.78546 -0.81048  0.3337
H15 1.90108 3.02357 0.34643  0.3268
O2 1.05822 3.38529 0.04834  -0.6751

- gap between HOMO and LUMO (eV) = 9.223
- total charge = +1
- HOMO (eV) = -12.523
- molecular weight (g/mol) = 123.18

---

Decreasing stability: z), w), y), x)

---

w) An isolated molecule of C5H5ClO2, computed with the ωB97M-V functional and the def2-TZVPD basis.

Each line ends with the Mulliken charge.
Element x y z (Å)
C1 0.74242 -1.24670 0.40062  -1.0653
C2 -0.02944 -0.13741 -0.28857  0.7486
C3 -0.64621 0.95224 0.32914  -0.7397
O1 -1.38385 1.67592 -0.51934  -0.2716
C4 -1.35105 1.16791 -1.68668  0.4771
O2 -2.05872 1.61880 -2.71307  -0.4511
C5 -0.40722 -0.10413 -1.59875  0.0285
Cl1 -0.02772 -1.12342 -2.90965  -0.2171
H1 1.28811 -0.84639 1.29294  0.3083
H2 0.00330 -2.06931 0.75723  0.2403
H3 1.50677 -1.86632 -0.35596  0.2663
H4 -0.35173 1.51840 1.18521  0.3459
H5 -2.62563 2.28761 -2.43774  0.3298

- SMILES = Cc1coc(O)c1Cl
- gap between HOMO and LUMO (eV) = 8.068
- total charge = 0
- HOMO (eV) = -7.491
- molecular weight (g/mol) = 132.55

---

x) An isolated molecule of C5H5ClO2, computed with the ωB97M-V functional and the def2-TZVPD basis.

Each line ends with the Mulliken charge.
Element x y z (Å)
O1 -2.14503 -1.64259 2.57763  -0.4933
C1 -1.45708 -0.62917 2.10042  -0.1226
C2 -0.68466 -0.81796 0.83699  0.4611
Cl1 -0.35851 -2.49109 0.23040  -0.2124
C3 -0.23312 0.18919 0.04344  -0.6389
C4 0.42413 0.10064 -1.29871  0.1435
C5 1.60190 0.97868 -1.33854  -0.4422
O2 0.39727 1.31710 -2.17846  -0.4058
H1 -1.50741 0.37012 2.47615  0.3250
H2 -0.55332 1.03069 0.54205  0.4027
H3 0.43049 -0.81772 -1.81880  0.4861
H4 2.55632 0.55472 -1.73108  0.2821
H5 1.52901 1.85738 -0.44150  0.2147

- SMILES = O=C/C(Cl)=C/[C@@H]1CO1
- gap between HOMO and LUMO (eV) = 9.261
- total charge = 0
- HOMO (eV) = -9.966
- molecular weight (g/mol) = 132.55

---

y) A structure of composition C5H5ClO2, computed with the ωB97M-V functional and the def2-TZVPD basis.

Each line ends with the Mulliken charge.
Element x y z (Å)
C1 -2.05830 -0.60912 -1.23678  -0.5676
C2 0.31811 -0.18989 -0.42595  0.4354
C3 1.33494 0.75912 -0.42267  -0.3850
C4 1.83884 0.75689 1.05665  0.3207
C5 0.89309 -0.04399 1.74623  -0.3444
H1 -3.16393 0.01852 -1.74285  0.2725
H2 -2.17018 -1.91970 -1.58603  0.2300
H3 -2.11794 -0.41058 0.15554  0.2444
H4 1.56339 1.64470 -1.08354  0.3140
H5 0.58185 -0.32281 2.84126  0.3185
O1 -0.50343 -0.37148 -1.61075  -0.3599
O2 0.04315 -0.65529 0.80905  -0.3018
Cl1 3.44041 1.34363 1.49984  -0.1769

- gap between HOMO and LUMO (eV) = 9.241
- total charge = 0
- HOMO (eV) = -8.701
- molecular weight (g/mol) = 132.55

---

Decreasing stability: w), x), y)

---

w) An isolated molecule of C2O3S, computed with the ωB97M-V functional and the def2-TZVPD basis.

Each line ends with the Mulliken charge.
Element x y z (Å)
O1 -1.68991 -0.64456 1.99118  -0.3815
C1 -0.86267 -0.42439 1.14733  1.0290
C2 0.26567 -0.42600 0.55201  -0.7179
S1 0.65245 0.25052 -0.86452  0.9348
O2 -0.41070 0.76357 -1.75004  -0.4431
O3 2.04516 0.48086 -1.07595  -0.4213

- SMILES = O=C=C=S(=O)=O
- gap between HOMO and LUMO (eV) = 8.948
- total charge = 0
- HOMO (eV) = -10.809
- molecular weight (g/mol) = 104.09

---

x) A cluster of 2 separate species, C2O3S in total, computed with the ωB97M-V functional and the def2-TZVPD basis.

Each line ends with the Mulliken charge.
Element x y z (Å)
O1 -0.92356 -2.54532 0.06636  -0.3155
C1 -0.02112 -1.87649 0.20863  0.7371
O2 0.88601 -1.13616 0.37381  -0.4181
O3 -0.67625 1.52317 0.49374  -0.3272
C2 0.25066 1.77651 -0.13756  0.5806
S1 1.51448 2.07828 -1.03953  -0.2569

- SMILES = O=C=O.O=C=S
- gap between HOMO and LUMO (eV) = 11.074
- total charge = 0
- HOMO (eV) = -10.639
- molecular weight (g/mol) = 104.09

---

Decreasing stability: x), w)